[1]
The following is a quantum chemistry calculation of a 10-piece molecular cluster, C35H59BClN13O5P overall at a distorted geometry, from OMol25.

CARTESIAN COORDINATES (ANGSTROEM)
C -2.9456 0.8657 -1.3077
O -1.9009 -0.0907 -1.3397
C -0.6171 0.4545 -1.3028
C 0.2642 -0.4080 -0.3311
P -0.8286 -0.5723 1.1615
O -0.1805 -1.1198 2.3714
O -1.4712 0.8371 1.4852
O -2.0901 -1.4945 0.9048
C 0.4803 -1.7641 -1.0682
C -0.6044 -2.8202 -1.1903
C -0.7968 -3.8416 -0.2631
C -1.7775 -4.8022 -0.4427
N -2.5755 -4.8207 -1.5160
C -2.3862 -3.8459 -2.3973
C -1.4299 -2.8419 -2.3086
C 1.6112 -2.2747 -0.1714
C 2.6150 -1.1190 -0.3851
C 3.3979 -1.4803 -1.6862
N 3.3917 -0.5739 -2.8309
N 1.7301 0.1039 -0.2082
C 1.9987 1.2819 -1.1377
C 3.3888 1.9437 -1.1354
C 4.6383 1.2233 -0.6887
Cl 3.6512 2.5913 -2.8067
B 2.0475 0.6883 1.2192
O 2.4301 -0.2472 2.1195
N 2.0758 2.0716 1.5451
C 0.8338 2.8352 1.6593
C 3.0483 2.4000 2.6030
H -3.2603 1.0589 -0.2874
H -2.6616 1.7977 -1.7872
H -3.7993 0.4640 -1.8421
H -0.6582 1.4790 -0.9320
H -0.1952 0.4573 -2.3051
H -2.0332 0.7206 2.2700
H -1.9645 -2.3307 1.3718
H 0.7843 -1.5660 -2.0914
H -0.1835 -3.9032 0.6255
H -1.9016 -5.5791 0.2957
H -3.0270 -3.8509 -3.2681
H -1.3407 -2.1001 -3.0795
H 2.0219 -3.2592 -0.3493
H 1.4102 -2.2301 0.8984
H 3.3123 -1.2748 0.4236
H 3.0721 -2.4617 -2.0286
H 4.4366 -1.6358 -1.4176
H 4.1810 -0.8031 -3.4182
H 2.5507 -0.6742 -3.3829
H 1.7804 0.9695 -2.1462
H 1.2823 2.0697 -0.9555
H 3.3164 2.8542 -0.5619
H 5.3715 1.9369 -0.3430
H 5.1254 0.6449 -1.4581
H 4.4840 0.5445 0.1491
H 1.9348 -0.1698 2.9457
H 0.1769 2.6717 0.8125
H 0.3266 2.6101 2.5899
H 1.0646 3.8990 1.6710
H 2.6491 2.0853 3.5668
H 3.2943 3.4557 2.5816
H 3.9602 1.8319 2.4638
C -4.3766 -2.1216 3.7292
C -4.7655 -3.4120 4.2809
N -5.0669 -4.4253 4.7166
H -3.2953 -2.0048 3.7984
H -4.6740 -2.0568 2.6838
H -4.8565 -1.3178 4.2840
C 8.4306 2.9204 -2.2531
C 8.0211 1.9698 -1.2300
N 7.6987 1.2233 -0.4253
H 8.9119 2.3929 -3.0738
H 7.5588 3.4517 -2.6315
H 9.1311 3.6375 -1.8305
C -1.7025 -5.4756 -6.4616
C -1.3589 -4.2268 -5.7983
N -1.0971 -3.2440 -5.2743
H -0.8095 -6.0844 -6.5856
H -2.4269 -6.0230 -5.8616
H -2.1320 -5.2671 -7.4391
C -1.3010 2.1634 5.2039
C 0.1412 2.1111 5.3553
N 1.2829 2.0429 5.3712
H -1.7479 2.8013 5.9633
H -1.5394 2.5645 4.2191
H -1.7172 1.1606 5.2945
C -3.7514 3.7945 2.2743
C -4.1393 2.5798 2.9796
N -4.4402 1.6281 3.5423
H -3.1340 3.5505 1.4159
H -4.6432 4.3191 1.9364
H -3.1880 4.4456 2.9402
C -8.2992 0.6877 3.5611
C -8.3268 1.9747 2.8808
N -8.3278 2.9870 2.3479
H -9.2509 0.5120 4.0580
H -8.1227 -0.1072 2.8394
H -7.5016 0.6823 4.3015
C -0.3962 -2.3879 5.5386
C -1.1519 -1.6873 6.5694
N -1.7424 -1.1189 7.3677
H 0.5308 -1.8552 5.3356
H -0.1621 -3.3957 5.8748
H -0.9807 -2.4457 4.6227
C -3.1479 4.9411 -3.7461
C -2.7951 4.6254 -2.3695
N -2.5246 4.3893 -1.2827
H -4.2271 5.0482 -3.8333
H -2.6716 5.8731 -4.0424
H -2.8133 4.1431 -4.4059
C 5.4703 -1.3533 -6.8511
C 5.7461 -1.7090 -5.4664
N 5.9699 -2.0015 -4.3824
H 4.3997 -1.2191 -6.9917
H 5.9829 -0.4274 -7.1028
H 5.8201 -2.1452 -7.5099

Forces on the atoms, in the same order (eV/Å):
-0.4709 0.0881 -0.1521
0.2565 -0.1760 0.1627
0.3422 0.7240 0.4367
-1.7403 0.3655 -2.5260
-0.1347 -1.3041 2.2234
0.8177 0.0888 -0.0517
0.0759 0.4317 -0.8297
-0.3112 0.3046 -0.6415
-0.3508 -1.7748 2.1481
-0.7842 0.1558 -0.4217
0.3444 0.0360 0.3293
0.0610 0.3425 -0.5353
0.1473 0.1420 0.3472
-0.0764 0.0652 -0.4165
0.1800 -0.2377 0.8570
0.8838 1.2676 -0.1014
0.3100 -2.7639 -0.4176
0.0569 0.3902 -0.9982
-0.1007 0.2068 0.4413
0.1052 1.2932 0.6370
0.0090 -0.1994 -1.2580
0.1716 0.2153 -0.1225
0.1423 -0.2627 0.3518
-0.1049 0.0942 0.0464
0.3776 0.1062 1.2312
0.0317 -0.5293 -0.3581
-0.3871 -0.5347 -0.3638
0.6272 0.7062 -0.4581
-0.3160 -0.6411 0.2218
0.0571 0.1370 0.2214
0.1355 0.1218 -0.0007
-0.0132 -0.2414 -0.1131
-0.0515 0.1787 -0.1062
0.1677 -0.0020 -0.1305
-0.1141 0.1798 -0.0072
0.0209 -0.1413 -0.0863
0.4124 0.2885 -0.0619
0.1040 -0.0110 0.0942
-0.1173 -0.1844 0.0333
-0.1319 -0.0957 -0.0544
-0.0491 0.0628 -0.2051
0.1273 -0.0336 -0.4946
-0.7937 -0.1710 -0.0291
0.1636 1.0709 0.2398
-0.3194 -0.2154 0.3180
0.1734 0.1917 0.2141
0.0765 0.0137 -0.1373
0.0031 -0.1433 -0.1492
0.2123 -0.3212 -0.0794
-0.1463 -0.0099 0.5766
-0.1542 0.0680 0.2469
0.0369 0.2586 0.0366
-0.1327 -0.1011 -0.3197
-0.1717 0.0311 0.1898
0.2743 0.0661 0.1855
-0.1894 -0.1683 -0.0223
-0.2460 -0.1753 0.1562
0.0705 0.1358 -0.0183
0.1203 0.5034 0.1931
-0.1653 0.1859 0.0376
0.1923 -0.0149 -0.2380
-0.0261 0.0456 -0.0240
0.1105 0.3238 -0.1339
-0.1004 -0.4156 0.1480
-0.0030 0.0638 0.0315
-0.0093 0.0147 -0.0136
0.0610 0.0496 -0.0103
0.0018 0.0356 -0.0406
0.1990 0.2041 -0.2315
-0.0506 -0.2771 0.2938
0.0106 0.0046 -0.0122
0.0012 0.0068 -0.0113
0.0096 0.0123 -0.0075
-0.0126 -0.0513 -0.0089
-0.0848 -0.2834 -0.1874
0.1643 0.3825 0.0177
0.0009 -0.0185 -0.0054
-0.0021 -0.0147 0.0019
-0.0065 -0.0083 -0.0115
-0.1993 -0.0142 0.0856
-0.3247 -0.0846 -0.2137
0.4505 -0.0794 0.1625
-0.0204 -0.0261 0.0215
-0.0205 0.0234 0.0050
-0.0435 0.0209 0.0701
-0.0801 0.0641 0.0689
0.0614 0.3420 -0.1757
0.0729 -0.4708 0.1045
0.0492 -0.0185 -0.1770
-0.0113 0.0014 -0.0153
-0.0236 0.0223 0.0362
-0.0334 -0.0370 0.0404
0.0869 -0.2960 0.1653
0.0454 0.3798 -0.2234
-0.0034 -0.0214 0.0114
-0.0095 -0.0180 -0.0006
0.0111 0.0036 0.0044
0.0008 -0.0922 0.0602
0.2304 -0.1602 -0.3204
-0.2630 0.2909 0.2393
-0.0121 0.0008 -0.0355
0.0071 -0.0194 0.0110
0.0727 0.0291 -0.0353
-0.0108 0.0085 -0.0445
-0.0978 0.1549 -0.2748
0.1474 -0.2001 0.4096
-0.0099 0.0044 -0.0061
0.0013 0.0100 -0.0101
-0.0042 0.0017 -0.0206
0.0093 0.0217 -0.0392
-0.0015 0.0196 -0.3584
-0.0531 -0.0016 0.4336
-0.0084 0.0003 -0.0177
0.0031 0.0078 -0.0166
0.0024 -0.0063 -0.0113

Computed properties:
- Molar mass: 819.2 g/mol
- Orbital gap: 9.94 eV
- Maximum force: 0.0601 hartree/bohr
- Total charge: +1
- HOMO energy: -11.805 eV
- Lowest unoccupied orbital energy: -1.86 eV

Mulliken atomic charge list, values in e, 6 entries:
1. C -0.646
2. O -0.192
3. C -2.729
4. C 2.597
5. P 0.881
6. O -0.922

=====

[2]
The following is a quantum chemistry calculation of C35H59CuNO2Si2 as an isolated structure at a distorted geometry, from OMol25.

CARTESIAN COORDINATES (ANGSTROEM)
Cu 1.5638 -0.3137 -0.5453
C -3.1664 4.7859 -1.5198
C -3.3382 3.8610 -0.3049
C -4.3854 2.8056 -0.6689
C -3.8383 4.6693 0.8976
C -1.9965 3.2305 0.0260
C -1.8169 1.8861 0.1664
C -0.5131 1.3509 0.2742
N -0.2245 0.0735 0.3469
C -1.0415 -1.0041 0.2137
C -2.0837 -1.3403 1.0708
C -2.7860 -2.5071 0.8557
C -2.5461 -3.1993 -0.3411
C -1.5660 -2.8709 -1.2545
C -0.6706 -1.8174 -0.9069
O 0.3927 -1.4774 -1.5778
C -1.5366 -3.5161 -2.6375
C -1.7611 -2.3845 -3.6529
C -0.1866 -4.1718 -2.9321
C -2.6372 -4.5677 -2.8283
C -3.8330 -3.0307 1.8231
C -3.5305 -4.5012 2.1473
C -5.2183 -2.9266 1.1682
C -3.8572 -2.2543 3.1437
C 0.6505 2.2172 0.0812
O 1.7272 1.6938 -0.3398
C 0.4320 3.6282 0.2435
C -0.8609 4.0715 0.1734
C 1.6096 4.5883 0.3515
C 2.5825 4.0771 1.4173
C 1.1709 5.9999 0.7596
C 2.3295 4.6534 -1.0023
H -4.1323 5.1869 -1.8171
H -2.7493 4.2337 -2.3594
H -2.5114 5.6237 -1.3007
H -5.2933 3.2954 -1.0107
H -4.6412 2.1880 0.1885
H -4.0258 2.1648 -1.4707
H -4.7995 5.1191 0.6628
H -3.1408 5.4612 1.1555
H -3.9577 4.0228 1.7643
H -2.6274 1.1771 0.1426
H -2.2688 -0.7017 1.9214
H -3.1874 -4.0352 -0.5620
H -0.9907 -1.6265 -3.5383
H -2.7324 -1.9178 -3.5022
H -1.7191 -2.7702 -4.6699
H 0.5908 -3.4160 -2.9386
H -0.2083 -4.6585 -3.9059
H 0.0407 -4.9244 -2.1782
H -3.6267 -4.1476 -2.6505
H -2.4838 -5.4224 -2.1710
H -2.6124 -4.9321 -3.8531
H -3.5534 -5.1195 1.2550
H -4.2716 -4.8888 2.8427
H -2.5469 -4.5952 2.6022
H -5.2641 -3.5171 0.2566
H -5.4397 -1.8906 0.9195
H -5.9813 -3.2905 1.8528
H -2.8780 -2.2572 3.6174
H -4.5640 -2.7243 3.8245
H -4.1759 -1.2261 2.9924
H -1.0463 5.1326 0.1818
H 2.0869 4.0202 2.3841
H 3.4291 4.7542 1.5028
H 2.9496 3.0940 1.1516
H 0.5533 5.9664 1.6548
H 0.6214 6.4974 -0.0377
H 2.0517 6.5989 0.9823
H 2.6583 3.6625 -1.2984
H 3.1995 5.3038 -0.9286
H 1.6675 5.0431 -1.7739
C 5.4744 -3.1628 0.0730
Si 3.8746 -2.3890 -0.6354
C 4.3377 -1.4423 -2.2227
C 2.6773 -3.8470 -0.9036
C 3.0705 -1.1525 0.5726
Si 4.1009 0.1436 1.5089
C 4.9273 1.4114 0.3496
C 5.5401 -0.6473 2.5049
C 2.9890 0.9143 2.8622
H 5.8255 -3.9532 -0.5827
H 5.3040 -3.5963 1.0531
H 6.2699 -2.4315 0.1650
H 4.5873 -2.1077 -3.0417
H 5.1957 -0.8032 -2.0441
H 3.5193 -0.8060 -2.5471
H 2.9610 -4.4692 -1.7496
H 1.6758 -3.4754 -1.0853
H 2.6270 -4.4860 -0.0260
H 2.4684 -1.7051 1.2985
H 5.7929 0.9837 -0.1455
H 5.2672 2.2850 0.8989
H 4.2416 1.7445 -0.4198
H 6.3160 -1.0431 1.8592
H 5.1942 -1.4554 3.1408
H 5.9983 0.1025 3.1443
H 2.0140 1.1842 2.4710
H 3.4363 1.8044 3.2945
H 2.8303 0.2063 3.6705

Forces on the atoms, in the same order (eV/Å):
1.3464 -0.5059 0.1844
0.0257 -0.1222 0.1381
-0.1573 -0.0327 -0.0361
0.1970 0.1106 0.1063
0.0889 -0.1299 -0.1327
-0.6015 -1.1377 -0.0617
-0.6164 0.6939 -0.0199
-0.0561 -1.0688 0.6166
-0.0347 0.8462 -0.2792
-0.1410 -0.1391 -0.0932
-0.4925 -0.2243 0.0904
0.0492 0.5350 0.4119
0.2823 0.0803 -0.2465
-0.2440 -0.2478 -0.0346
0.3810 0.1932 0.1868
-0.4759 -0.4898 -0.4395
0.0773 -0.0160 -0.2272
0.0351 -0.0246 0.0652
-0.0817 0.0452 0.0896
0.1740 0.2380 0.1111
-0.1497 -0.0932 0.1065
-0.0453 0.1779 -0.0219
0.1885 -0.0212 0.1230
0.0233 -0.1268 -0.2705
0.8973 -0.6384 -0.6614
-0.6769 0.9944 0.6343
-0.2142 1.0281 0.0042
1.0856 -0.0248 0.0889
0.1426 0.1395 -0.0146
-0.1552 -0.0385 -0.0989
-0.0112 -0.2951 -0.1401
-0.0521 -0.0467 0.0740
-0.1116 0.0613 -0.0291
0.0320 -0.0242 -0.1182
0.0930 0.1372 -0.0187
-0.1218 0.0672 -0.0045
-0.0399 -0.1308 0.0851
-0.0020 -0.1036 -0.0896
-0.1286 0.1060 0.0073
0.0710 0.1546 0.0757
-0.0386 -0.0389 0.1086
-0.1882 -0.0212 -0.0801
-0.0187 -0.0065 0.1316
-0.0835 -0.1134 -0.0706
0.0486 0.0767 -0.0567
-0.1470 0.0543 0.0116
0.0007 -0.0725 -0.1193
0.1525 -0.0439 0.0182
-0.0442 -0.0483 -0.1158
0.1115 -0.0518 0.0322
-0.0870 -0.0261 0.0124
-0.0561 -0.0863 0.0879
0.0489 -0.0088 -0.1043
0.0119 -0.1125 -0.0933
-0.0941 -0.0665 0.0953
0.1099 -0.0372 0.0508
-0.0543 -0.0498 -0.1164
-0.0597 0.0989 -0.0476
-0.1440 -0.0597 0.0593
0.0981 0.0341 0.0740
-0.0744 -0.0249 0.0636
-0.0105 0.1761 0.0175
0.0992 0.1698 0.0651
-0.0162 -0.0277 0.1657
0.1129 0.0818 0.0046
0.1098 -0.1057 0.0611
-0.0874 0.0694 0.1126
-0.0859 0.0896 -0.0348
0.0676 0.0407 -0.0354
0.0976 -0.0505 -0.0795
0.0814 0.0775 -0.0089
-0.0610 0.0623 -0.0756
-0.5147 0.3971 -0.2602
-0.0046 -0.0133 0.3813
-0.2833 -0.4179 0.4597
0.2839 0.5983 -0.0543
0.4827 0.2586 -0.4986
0.0620 -0.4012 0.2637
-0.4485 -0.3477 0.3283
-0.5205 0.2228 -0.4624
0.3106 -0.0812 -0.6026
0.0414 -0.1839 -0.1904
-0.0789 -0.0693 0.2034
0.1653 0.1412 -0.0027
0.0517 -0.1864 -0.1764
0.1958 0.1518 0.1175
-0.1949 0.1020 -0.1115
0.0888 -0.0641 -0.1278
-0.1192 0.0795 -0.0610
0.1473 -0.0508 0.2283
-0.0853 -0.0814 0.1625
0.1849 -0.2149 -0.0448
0.0594 0.1351 0.1510
-0.1771 0.1214 -0.1723
0.1321 -0.0603 -0.1295
-0.1220 -0.1763 0.1285
0.0390 0.2056 0.1220
-0.2290 0.0941 -0.0875
0.1133 0.1777 0.0656
0.0393 -0.2415 0.0748

Computed properties:
- Molar mass: 645.6 g/mol
- Orbital gap (alpha / beta): 5.12 / 5.66 eV
- Maximum force: 0.0282 hartree/bohr
- HOMO energy (alpha / beta): -7.204 / -7.602 eV
- Spin multiplicity: 2
- Lowest unoccupied orbital energy (alpha / beta): -2.08 / -1.94 eV

Mulliken atomic charge list, values in e, 6 entries:
1. Cu -0.332
2. C -1.665
3. C 1.911
4. C -2.208
5. C -1.673
6. C -0.511